Here is a cluster of 8 separate species, C39H56F22NO15 in total from the OMol25 dataset. Energies are from ωB97M-V/def2-TZVPD.

Structure (XYZ):
```
133
Properties=species:S:1:pos:R:3:mulliken_charge:R:1
C -3.3580 -5.5005 8.2165 -1.357
C -3.4223 -4.0294 8.6209 0.270
F -4.3472 -3.8909 9.6758 -0.456
C -3.8449 -3.1290 7.4642 0.504
C -2.7070 -3.1254 6.4179 -0.811
C -1.8631 -1.8304 6.3817 1.810
C -0.4341 -2.1457 5.9572 -1.763
C -2.4289 -0.8284 5.3733 -1.250
N -1.8194 -1.2440 7.7535 0.810
O -0.8606 -1.6421 8.4979 -0.668
C -3.0993 -0.8451 8.4335 1.238
C -3.3695 0.6396 8.1801 -1.774
C -2.9380 -1.0216 9.9438 -1.613
C -4.2477 -1.7123 7.8781 -2.152
H -2.3538 -5.9093 8.3207 0.256
H -4.0291 -6.0769 8.8512 0.475
H -3.6703 -5.6445 7.1828 0.247
H -2.4578 -3.6941 9.0078 0.398
H -4.7250 -3.5945 7.0112 0.634
H -2.0371 -3.9646 6.6081 0.272
H -3.1206 -3.2831 5.4194 -0.193
H -0.0051 -2.9531 6.5440 0.421
H -0.4373 -2.4417 4.9054 0.277
H 0.2011 -1.2681 6.0711 0.473
H -1.7632 0.0302 5.2773 0.449
H -3.4270 -0.4741 5.6088 0.302
H -2.4843 -1.3178 4.3991 -0.197
H -3.5916 0.8585 7.1378 0.320
H -2.5080 1.2347 8.4834 0.415
H -4.2273 0.9557 8.7763 0.391
H -2.5667 -2.0001 10.2223 0.303
H -3.9124 -0.8750 10.4093 0.394
H -2.2468 -0.2793 10.3401 0.448
H -5.0384 -1.7512 8.6268 0.681
H -4.6826 -1.2281 7.0018 0.489
C 0.1629 -10.8349 6.9663 -1.092
C 0.0388 -10.5843 5.4820 -0.216
O -0.8441 -9.4608 5.2190 -0.315
C -0.3008 -8.2619 5.3265 0.224
O 0.8276 -7.9886 5.6095 -0.515
C -1.3543 -7.1785 4.9927 1.060
F -2.5220 -7.4155 5.5992 -0.272
F -1.5727 -7.1463 3.6702 -0.293
F -0.9245 -5.9783 5.3715 -0.232
H -0.8183 -10.9982 7.4113 0.304
H 0.7691 -11.7258 7.1319 0.373
H 0.6455 -9.9956 7.4645 0.316
H -0.4347 -11.4154 4.9661 0.315
H 1.0042 -10.3759 5.0236 0.321
C -3.1323 -3.6383 2.0421 -0.810
C -2.2776 -2.5562 1.4262 -0.340
O -2.5877 -2.3720 0.0221 -0.273
C -3.6227 -1.6000 -0.2502 0.353
O -4.3436 -1.0404 0.5235 -0.548
C -3.7658 -1.4396 -1.7829 0.922
F -3.6641 -2.6057 -2.4187 -0.253
F -2.7946 -0.6294 -2.2338 -0.253
F -4.9379 -0.8913 -2.0844 -0.249
H -3.0220 -4.5719 1.4909 0.397
H -2.8165 -3.8093 3.0720 0.038
H -4.1839 -3.3534 2.0469 0.309
H -1.2250 -2.8312 1.4316 0.336
H -2.3952 -1.6007 1.9363 0.345
C 1.2644 -0.9666 -2.4854 -1.211
C 1.0916 -1.6008 -1.1258 0.109
O 1.6989 -2.9160 -1.0742 -0.329
C 3.0022 -2.9447 -0.8545 0.327
O 3.7372 -2.0172 -0.6872 -0.521
C 3.4888 -4.4126 -0.7929 0.925
F 2.9835 -5.1447 -1.7891 -0.244
F 3.0997 -4.9647 0.3669 -0.251
F 4.8126 -4.4687 -0.8588 -0.242
H 0.8648 -1.6158 -3.2642 0.318
H 0.7247 -0.0205 -2.5145 0.404
H 2.3146 -0.7696 -2.6961 0.410
H 0.0418 -1.7816 -0.9014 -0.085
H 1.5226 -0.9867 -0.3355 0.391
C 3.6229 3.5747 -7.7902 -0.502
C 4.0361 2.1288 -7.6554 -0.387
O 3.1486 1.4136 -6.7545 -0.320
C 2.0205 0.9734 -7.2775 0.255
O 1.6349 1.0868 -8.4036 -0.534
C 1.2107 0.2111 -6.2009 1.017
F 1.1717 0.8810 -5.0420 -0.260
F 1.7771 -0.9833 -5.9666 -0.262
F -0.0365 0.0079 -6.6067 -0.264
H 3.5805 4.0509 -6.8118 0.337
H 4.3505 4.0979 -8.4080 -0.103
H 2.6480 3.6589 -8.2694 0.357
H 5.0174 2.0360 -7.1976 0.270
H 4.0489 1.6135 -8.6145 0.364
C 1.7185 10.7899 -9.1130 -1.101
C 1.5432 10.0545 -7.8053 -0.219
O 2.1581 8.7402 -7.8647 -0.310
C 3.4614 8.7005 -7.6546 0.073
O 4.1945 9.6146 -7.4164 -0.527
C 3.9581 7.2357 -7.7229 1.268
F 3.4492 6.5888 -8.7749 -0.262
F 3.5893 6.5852 -6.6074 -0.283
F 5.2847 7.1962 -7.8049 -0.261
H 1.3120 10.2064 -9.9386 0.305
H 1.1852 11.7398 -9.0667 0.378
H 2.7699 10.9967 -9.3060 0.315
H 0.4983 9.8454 -7.5921 0.315
H 1.9809 10.6005 -6.9711 0.327
C 10.0955 4.1522 -7.4147 -1.150
C 8.8035 4.9329 -7.3673 -0.196
O 8.1808 4.9856 -8.6789 -0.312
C 7.4687 3.9333 -9.0274 0.429
O 7.2860 2.9284 -8.4014 -0.541
C 6.8316 4.1650 -10.4197 0.856
F 7.7091 4.6647 -11.2907 -0.254
F 5.8147 5.0331 -10.3084 -0.205
F 6.3543 3.0255 -10.9061 -0.251
H 10.7752 4.5801 -8.1512 0.301
H 10.5766 4.1925 -6.4372 0.376
H 9.9120 3.1081 -7.6631 0.319
H 8.9658 5.9771 -7.1138 0.342
H 8.0914 4.4979 -6.6676 0.305
C -5.6742 2.0092 0.2132 -0.793
C -5.1945 3.0529 -0.7654 -0.292
O -5.6378 4.3808 -0.3752 -0.322
C -4.9106 4.9857 0.5455 0.346
O -3.9271 4.5771 1.0901 -0.511
C -5.4918 6.3912 0.8334 0.892
F -6.8201 6.3591 0.9723 -0.246
F -5.2003 7.2159 -0.1836 -0.256
F -4.9659 6.8951 1.9430 -0.237
H -6.7600 2.0425 0.3055 0.320
H -5.3850 1.0189 -0.1348 0.115
H -5.2321 2.1624 1.1969 0.322
H -5.6239 2.9121 -1.7541 0.326
H -4.1082 3.0663 -0.8446 0.338
```

Calculated values
**E**: -133340.2731 eV
**HOMO (alpha / beta)**: -7.92 / -9.38 eV
**⟨S²⟩**: 0.754
**HOMO-LUMO gap (alpha / beta)**: 8.2 / 9.7 eV
**2S+1**: 2